Entry from OMol25: a 2-piece molecular cluster, C9H14 overall at a distorted geometry (wB97M-V/def2-TZVPD).

Calculated values
E (eV): -9559.672
Kohn-Sham gap (eV): 10.1
2S+1: 1
ΔE to the lowest compared entry with this formula, charge and spin (eV): 0.509
SMILES string: Cc1ccccc1.CC
HOMO energy (Ha): -0.332
Charge: 0

XYZ file:
```
23
Properties=species:S:1:pos:R:3:forces:R:3
C 0.066 -3.648 0.895 -0.8 -0.3 -0.9
C -0.515 -2.254 0.896 1.0 -0.6 -0.2
C 0.337 -1.202 1.242 -0.6 0.3 -0.6
C -0.152 0.100 1.302 0.1 0.1 0.4
C -1.451 0.366 0.903 -0.5 -0.5 0.1
C -2.254 -0.684 0.463 1.0 -0.3 0.7
C -1.835 -2.012 0.546 -0.1 1.3 -0.3
H -0.465 -4.307 0.198 -0.1 0.2 0.1
H -0.072 -4.078 1.859 0.1 -0.5 0.9
H 1.107 -3.754 0.612 0.3 0.5 0.1
H 1.395 -1.397 1.358 0.0 0.0 0.4
H 0.459 0.890 1.724 0.1 0.0 -0.3
H -1.950 1.319 1.020 0.5 0.3 -0.2
H -3.223 -0.467 0.117 -1.2 0.2 -0.3
H -2.580 -2.753 0.298 0.4 -0.5 -0.1
C 1.805 3.561 -1.397 -0.1 -0.4 -0.5
C 0.946 2.376 -1.929 0.7 1.0 0.3
H 1.692 3.785 -0.339 -0.1 -0.2 0.1
H 2.851 3.332 -1.583 0.2 0.2 0.1
H 1.577 4.461 -1.948 -0.1 0.4 -0.1
H 0.136 2.164 -1.246 0.0 -0.6 0.2
H 0.486 2.640 -2.870 -0.1 0.1 -0.3
H 1.638 1.560 -2.120 -0.5 -0.5 0.2
```
Forces are in eV/Å.